Record 1
The following is a DFT calculation (ωB97M-V with the def2-TZVPD basis set) of C2H6ClNO in the gas phase in a non-equilibrium geometry.

XYZ file:
```
11
Properties=species:S:1:pos:R:3:forces:R:3:lowdin_charge:R:1
C -0.12588 -1.40670 -1.20575 3.155 1.869 0.116 -0.170
O -0.62999 -0.46989 -0.31215 0.995 2.525 1.343 -0.231
N 0.51489 0.49227 0.24002 -1.473 -2.595 -0.556 -0.428
C -0.18040 1.54698 1.01747 1.266 -1.209 -2.146 -0.130
Cl 1.41610 -0.57897 1.33069 -0.171 0.602 -0.131 0.590
H -0.87350 -1.97215 -1.54764 -3.477 -2.125 -0.853 0.043
H 0.56806 -2.06293 -0.73125 0.732 -0.526 0.431 0.044
H 0.32866 -1.03403 -2.13445 0.181 0.627 0.392 0.096
H 0.47363 2.36422 0.92366 0.906 1.178 0.349 0.072
H -1.01006 1.76374 0.43582 -1.769 0.493 -1.125 0.063
H -0.48150 1.35747 1.98359 -0.347 -0.839 2.179 0.050
```
Positions in Å, forces in eV/Å.

Output
ΔE to the lowest compared entry with this formula, charge and spin	382.3	kJ/mol
charge	0
max |F|	4.2	eV Å⁻¹
E_HOMO	-9.77	eV

---

Record 2
The following is a DFT calculation (ωB97M-V with the def2-TZVPD basis set) of 10 unconnected molecules or ions with the total composition C2H21NO12 in a non-equilibrium geometry.

XYZ file:
```
36
Properties=species:S:1:pos:R:3:forces:R:3:lowdin_charge:R:1
O 1.29986 -0.16410 2.25629 -0.104 -0.205 -0.407 0.046
C 0.78689 -1.00897 2.94807 0.298 0.321 0.983 -0.304
N 0.77589 -2.37915 2.79840 -0.548 0.552 -0.788 0.156
C 0.83461 -3.06028 1.54990 0.012 0.175 -0.683 -0.567
O 0.51299 -4.20870 1.46243 0.116 -0.224 0.497 0.130
O 1.27068 -2.36277 0.51137 0.194 -0.286 0.268 0.098
H 0.31746 -0.70695 3.90272 -0.093 -0.223 -0.028 0.138
H 0.15724 -2.84263 3.44251 0.103 -0.266 0.215 0.143
H 0.85923 -1.47923 0.37428 0.022 0.314 -0.116 0.064
O -1.27452 3.00472 0.25783 0.027 -0.056 0.097 -0.061
H -0.76396 3.39131 0.98109 0.254 0.078 -0.076 0.011
H -0.95969 3.38907 -0.57068 -0.090 -0.064 -0.030 0.031
O 0.35623 -2.40620 -2.14814 -0.158 -0.068 -0.549 -0.038
H -0.54743 -2.74124 -2.15521 0.005 0.056 0.146 0.054
H 0.90153 -3.18294 -2.30948 0.022 -0.001 0.116 0.057
O -0.88971 2.58855 -2.74584 -0.115 -0.050 0.140 -0.067
H -0.39016 1.76824 -2.60189 0.133 0.102 -0.133 -0.014
H -1.17291 2.47829 -3.65834 -0.067 0.230 0.003 0.039
O 4.33240 -0.62007 -0.65010 -0.360 -0.127 0.012 -0.061
H 3.83545 -0.28658 0.10785 0.076 -0.032 -0.063 0.028
H 3.78619 -1.35420 -0.96506 0.164 0.134 0.093 0.029
O -3.41930 1.33597 0.90695 -0.669 -0.443 -0.221 -0.057
H -3.19971 2.26950 0.99285 0.475 -0.116 -0.082 0.026
H -2.91081 0.83506 1.54784 0.122 0.259 0.086 0.037
O 0.73998 0.38483 -3.07954 -0.637 1.336 -0.820 -0.052
H 0.45021 -0.45836 -3.43134 0.726 -0.540 0.621 0.045
H 1.46617 0.38775 -2.45481 0.053 -0.958 -0.005 0.057
O 0.50308 3.24262 2.64544 0.577 -0.868 0.041 -0.053
H 0.27934 2.35410 2.95812 -0.558 0.150 0.106 0.033
H 1.42134 3.03072 2.41403 -0.019 0.657 -0.216 0.058
O -2.67704 -0.69421 -1.17223 0.799 -0.283 -0.052 -0.056
H -2.99413 0.12531 -0.76755 -0.449 -0.040 -0.038 0.012
H -3.36155 -1.14418 -1.66847 -0.362 0.419 0.130 0.037
O 0.15534 -0.08532 -0.48046 0.410 0.111 0.850 -0.063
H -0.10600 0.65280 0.08585 -0.170 0.072 -0.267 0.047
H -0.37519 -0.05278 -1.28468 -0.188 -0.116 0.170 0.017
```
Positions in Å, forces in eV/Å.

Output
charge	0
max |F|	1.7	eV Å⁻¹
E_HOMO	-10.98	eV

---

Record 3
The following is a DFT calculation (ωB97M-V with the def2-TZVPD basis set) of a molecular structure, C5H7NO.

XYZ file:
```
14
Properties=species:S:1:pos:R:3:forces:R:3:lowdin_charge:R:1
O 1.96292 -0.82687 -0.98017 -0.295 0.137 0.478 0.015
C 1.28188 -0.50556 -0.03773 0.197 -0.148 -0.210 -0.207
C 0.27678 0.62118 -0.04643 0.156 0.015 -0.176 -0.191
C -1.20595 0.43111 -0.00769 -0.186 0.093 -0.323 -0.194
C -1.57110 -0.82797 0.73303 0.077 -0.050 0.125 -0.007
C -0.82317 -0.40902 1.75662 -0.059 -0.219 0.115 -0.114
N -0.47455 0.90115 1.19535 0.065 0.125 0.257 0.026
H 1.76494 0.60558 -2.60095 -0.132 0.070 -0.169 0.031
H 1.40904 -1.00386 0.93988 -0.007 -0.035 -0.093 0.122
H 0.60845 1.52115 -0.56430 -0.001 -0.188 0.089 0.130
H -1.87748 1.10659 -0.53200 0.173 -0.141 0.029 0.136
H 1.22621 0.90953 -3.01471 0.062 0.123 -0.120 0.048
H -2.16504 -1.69862 0.48838 0.144 0.106 0.060 0.096
H -0.41293 -0.82436 2.67072 -0.194 0.112 -0.062 0.108
```
Positions in Å, forces in eV/Å.

Output
ΔE to the lowest compared entry with this formula, charge and spin	474.7	kJ/mol
charge	0
max |F|	0.6	eV Å⁻¹
E_HOMO	-9.46	eV

---

Record 4
The following is a DFT calculation (ωB97M-V with the def2-TZVPD basis set) of 10 unconnected molecules or ions with the total composition C25H68N18O18S2.

XYZ file:
```
131
Properties=species:S:1:pos:R:3:forces:R:3:lowdin_charge:R:1
C 3.65290 -6.85150 0.54572 -0.138 0.152 0.048 -0.113
O 2.66019 -6.67398 -0.44567 0.274 0.001 -0.061 -0.208
C 2.36476 -5.28088 -0.59480 -0.653 -0.279 0.177 -0.222
C 0.90912 -5.08169 -1.00362 0.202 0.208 0.113 -0.165
C 0.36162 -3.78458 -0.40496 0.061 0.054 -0.108 -0.212
C -1.03880 -3.40949 -0.93229 0.568 -0.161 -0.176 -0.181
C -1.07677 -2.12796 -1.78381 -0.338 0.120 0.220 -0.177
C -1.96990 -1.00417 -1.21477 0.292 0.176 -0.690 -0.183
C -1.19279 0.17001 -0.62526 -0.138 0.033 0.665 -0.194
C -1.06334 0.08498 0.90769 0.071 0.174 -0.348 -0.150
C 0.14482 0.87708 1.42771 -0.124 -0.002 0.007 -0.123
C 1.24561 0.07101 2.07388 -0.539 -0.528 -0.237 -0.400
S 0.76126 -0.58632 3.71320 0.228 0.014 0.565 0.692
C -0.24670 -1.99626 3.42266 -0.254 -0.160 -0.170 -0.128
O -0.01950 0.42837 4.36888 -0.196 0.225 -0.137 -0.292
O 1.97450 -1.02585 4.34616 0.189 -0.144 -0.056 -0.280
O 1.55449 -1.14459 1.33754 0.138 0.162 -0.199 -0.172
S 2.88818 -0.87176 0.50317 0.162 -0.322 0.090 0.606
O 2.53188 -0.07074 -0.61124 0.133 0.387 0.011 -0.195
O 3.67158 -2.02865 0.29464 -0.245 -0.309 0.325 -0.193
O 3.56893 -0.06258 1.70334 0.100 0.560 -0.239 -0.095
C 2.58816 0.83673 2.24013 -0.410 0.587 -0.030 -0.318
O 2.54450 2.03788 1.55755 0.153 -0.492 0.023 -0.064
C 3.76350 2.77114 1.63963 -0.263 0.616 -0.009 -0.103
C 4.35641 3.08673 0.24647 0.319 -0.308 -0.047 -0.385
C 5.64120 2.31166 -0.04617 0.044 0.224 -0.397 -0.031
O 3.37121 2.85908 -0.74074 -0.292 0.304 0.122 -0.027
H 4.45926 -6.12380 0.42897 0.171 -0.089 -0.085 0.092
H 4.04718 -7.86202 0.48877 -0.008 -0.087 -0.042 0.062
H 3.22897 -6.70908 1.54430 -0.042 -0.004 0.061 0.093
H 3.04819 -4.82802 -1.31502 0.159 0.072 0.063 0.131
H 2.48984 -4.80506 0.38194 0.197 0.122 -0.008 0.110
H 0.34156 -5.93543 -0.63396 -0.123 -0.052 -0.049 0.117
H 0.80850 -5.02692 -2.08798 -0.019 -0.202 -0.094 0.118
H 1.07689 -2.99603 -0.65692 -0.046 0.124 0.014 0.089
H 0.35796 -3.87659 0.68243 -0.026 -0.013 -0.043 0.081
H -1.36257 -4.24823 -1.55160 -0.200 -0.037 0.014 0.104
H -1.74102 -3.35921 -0.10236 0.034 0.082 -0.030 0.079
H -1.42618 -2.37048 -2.78646 -0.016 -0.024 -0.071 0.103
H -0.07968 -1.70350 -1.91356 0.154 -0.195 -0.037 0.092
H -2.64986 -1.41688 -0.47040 -0.194 0.049 0.006 0.109
H -2.56513 -0.60318 -2.03565 -0.226 -0.038 0.068 0.096
H -1.72502 1.09038 -0.84413 0.077 0.083 -0.136 0.067
H -0.19888 0.25159 -1.06982 0.074 -0.152 -0.088 0.097
H -1.05803 -0.96596 1.19023 0.167 0.019 0.109 0.089
H -1.95594 0.54721 1.33054 -0.173 -0.284 0.123 0.119
H 0.59525 1.42700 0.60525 0.054 0.091 -0.031 0.119
H -0.16354 1.60332 2.18055 0.101 0.106 0.003 0.109
H -0.33782 -2.46264 4.40081 0.082 0.041 0.132 0.076
H 0.21048 -2.69120 2.72524 0.065 0.030 -0.027 0.064
H -1.22570 -1.69027 3.06814 0.006 0.011 0.020 0.073
H 2.78161 1.05055 3.28986 0.535 -0.574 0.088 0.169
H 4.49241 2.25621 2.26228 0.063 -0.129 -0.029 0.125
H 3.53343 3.71750 2.13113 -0.121 -0.007 0.071 0.131
H 4.60236 4.15170 0.23348 0.019 0.073 0.165 0.134
H 6.28367 2.90633 -0.69730 0.031 -0.015 -0.040 0.081
H 5.42786 1.38566 -0.58155 -0.080 -0.189 0.220 0.084
H 6.21488 2.08897 0.84965 -0.020 -0.051 0.091 0.082
H 3.78554 2.50178 -1.52417 0.133 -0.136 -0.178 0.085
N 2.48462 -9.77603 -1.88564 0.021 0.073 0.039 0.161
C 3.50505 -10.67071 -1.73878 -0.017 0.054 -0.071 -0.686
N 4.65689 -10.15552 -1.20128 -0.003 -0.026 0.051 0.148
O 3.41025 -11.84123 -2.06428 0.000 -0.014 0.026 0.017
H 2.54258 -8.80882 -1.61516 -0.002 0.066 0.046 0.072
H 1.63512 -10.11898 -2.29073 -0.009 -0.032 -0.003 0.101
H 5.42796 -10.78393 -1.08354 0.004 -0.025 -0.016 0.099
H 4.76123 -9.19393 -0.94292 -0.006 0.031 -0.074 0.067
N -2.57136 -6.55752 2.03455 0.407 0.015 -0.071 0.172
C -2.01832 -5.43397 2.55132 -0.120 -0.164 0.006 -0.642
N -2.04435 -5.34836 3.92082 0.033 0.041 -0.061 0.159
O -1.52956 -4.55581 1.85141 -0.017 0.015 0.361 0.015
H -3.00812 -7.27284 2.58380 -0.299 0.103 -0.023 0.070
H -2.58000 -6.64316 1.03616 -0.069 0.024 -0.032 0.111
H -1.64655 -4.53351 4.34320 0.010 0.026 0.016 0.080
H -2.44083 -6.05719 4.50628 -0.019 -0.031 -0.023 0.090
N -3.37540 3.96980 -3.48813 -0.003 -0.030 -0.072 0.160
C -2.66236 3.35910 -2.49596 0.082 0.209 -0.037 -0.679
N -1.52526 4.01071 -2.12171 0.108 -0.088 -0.093 0.170
O -3.01495 2.30126 -1.99428 -0.151 0.016 -0.136 0.005
H -3.09825 4.83882 -3.90599 0.018 0.038 0.073 0.095
H -4.21749 3.52090 -3.79393 -0.023 -0.004 0.028 0.101
H -0.97013 3.59352 -1.39911 -0.007 -0.049 0.000 0.092
H -1.22678 4.88090 -2.53137 -0.101 0.218 0.133 0.059
N -1.18868 8.82521 -1.08171 -0.063 -0.097 -0.077 0.174
C -0.58928 7.83406 -1.78472 0.051 0.111 0.113 -0.667
N 0.76740 7.72706 -1.62853 0.029 0.044 -0.132 0.154
O -1.21289 7.07270 -2.51606 0.006 -0.212 -0.097 -0.005
H -0.69663 9.45715 -0.47909 -0.014 0.014 0.015 0.101
H -2.18441 8.93168 -1.16607 -0.016 0.115 0.099 0.091
H 1.22667 6.98022 -2.11443 -0.014 -0.158 0.171 0.089
H 1.31354 8.32549 -1.03635 0.014 -0.019 0.019 0.103
N -4.98800 8.61775 0.99977 -0.023 0.072 -0.035 0.160
C -4.17531 9.64534 1.37789 -0.021 -0.083 0.105 -0.684
N -4.08424 9.85101 2.72422 -0.030 0.053 -0.022 0.154
O -3.56636 10.33624 0.57188 0.101 -0.110 -0.121 -0.001
H -5.48143 8.03512 1.65004 0.105 -0.079 0.029 0.096
H -5.07443 8.43338 0.01886 -0.013 0.002 -0.019 0.101
H -3.49498 10.59887 3.03569 0.013 0.014 -0.006 0.101
H -4.56121 9.28725 3.40181 0.029 -0.064 -0.016 0.096
N 5.36448 7.93462 -4.48442 -0.010 -0.005 0.040 0.149
C 4.32424 8.01104 -3.60078 -0.025 -0.014 -0.059 -0.685
N 3.07499 7.87300 -4.14047 0.117 -0.063 0.044 0.155
O 4.49031 8.18821 -2.40577 -0.006 -0.018 0.036 0.015
H 5.24647 7.78935 -5.46836 -0.028 0.004 -0.007 0.092
H 6.28956 8.03345 -4.11191 0.011 0.010 0.015 0.102
H 2.31243 7.93300 -3.49354 -0.146 0.169 -0.129 0.059
H 2.89266 7.72129 -5.11372 0.013 0.011 -0.009 0.096
N 0.86916 0.25844 -4.58560 -0.002 0.063 -0.044 0.154
C -0.20151 -0.03606 -5.38851 -0.106 0.000 0.074 -0.688
N -1.37467 0.57631 -5.03990 0.083 0.070 0.017 0.161
O -0.11789 -0.79113 -6.34069 0.053 0.014 0.003 0.019
H 0.81700 0.87335 -3.79551 -0.043 -0.043 0.038 0.085
H 1.74078 -0.18370 -4.80552 0.002 -0.044 0.007 0.099
H -2.17773 0.38111 -5.60600 -0.009 -0.033 -0.003 0.101
H -1.46776 1.19831 -4.25789 -0.044 -0.042 0.080 0.077
N -6.30796 -9.64796 2.75048 0.038 0.020 0.009 0.154
C -5.77807 -8.51578 3.29832 -0.136 -0.034 -0.017 -0.672
N -5.86293 -8.42623 4.66099 0.080 -0.029 -0.037 0.150
O -5.26684 -7.63992 2.61727 0.098 -0.123 0.157 0.012
H -6.73524 -10.37736 3.28796 -0.009 0.007 0.019 0.094
H -6.26435 -9.73774 1.75295 0.000 0.010 -0.017 0.106
H -5.50262 -7.59577 5.09024 -0.045 0.042 -0.004 0.099
H -6.28149 -9.13037 5.23774 -0.022 -0.009 -0.012 0.093
N -2.90765 3.40710 3.44939 -0.002 0.038 -0.052 0.160
C -2.99778 4.62333 2.83166 0.074 -0.044 -0.055 -0.684
N -2.06930 4.85899 1.85596 0.047 -0.009 0.042 0.158
O -3.84641 5.44716 3.12950 -0.104 0.080 0.042 0.007
H -2.21410 2.71728 3.22813 0.023 0.016 0.019 0.079
H -3.57510 3.20998 4.17006 -0.013 0.004 0.017 0.103
H -2.10750 5.74434 1.38680 -0.040 -0.001 -0.031 0.097
H -1.36675 4.19596 1.59024 -0.011 -0.034 0.003 0.083
```
Positions in Å, forces in eV/Å.

Output
charge	0
max |F|	0.8	eV Å⁻¹
E_HOMO	-9.51	eV

---

Frontier orbital gap values (in eV) by entry order: 10.58, 11.02, 10.09, 9.66.